1.
Formula: C14H28Cl4O3
Source: OMol25
Level of theory: ωB97M-V/def2-TZVPD

Highest occupied orbital energy, eV: -7.876
Max |F|, eV/A: 15.93
Multiplicity: 1
LUMO, eV: 0.459
Frontier orbital gap, eV: 8.3351
Relative energy (zero: lowest compared OMol25 entry of this formula, charge and spin), kJ/mol: 1404.9
Electronic energy, eV: -71188.2854

Structure (XYZ):
```
49
Properties=species:S:1:pos:R:3:mulliken_charge:R:1
C 11.513 2.694 -2.306 1.86
C 11.309 3.558 -3.540 -0.55
C 10.623 4.737 -3.018 -0.52
O 11.176 4.880 -1.667 -0.46
C 11.849 3.709 -1.205 -0.42
H 12.285 1.930 -2.401 -1.51
H 10.581 2.241 -1.970 0.07
H 10.715 3.156 -4.361 0.28
H 12.301 3.750 -3.950 0.31
H 9.572 4.455 -2.960 0.26
H 10.651 5.671 -3.579 0.35
H 11.397 3.452 -0.247 0.32
H 12.919 3.913 -1.247 0.35
C 10.350 -3.749 -1.397 -0.84
C 11.219 -2.604 -1.884 0.55
C 10.255 -1.467 -1.997 -0.78
O 9.369 -1.622 -0.927 -0.49
C 9.424 -2.927 -0.399 -0.62
H 10.729 -4.564 -0.781 0.38
H 9.793 -4.045 -2.287 0.23
H 11.759 -2.668 -2.830 -0.08
H 11.957 -2.371 -1.117 0.39
H 9.754 -1.429 -2.964 0.50
H 10.832 -0.563 -1.801 0.54
H 8.419 -3.350 -0.390 0.33
H 9.788 -3.056 0.620 0.31
C 10.194 -3.268 -5.368 -1.07
C 11.286 -2.556 -4.577 1.80
C 11.621 -1.332 -5.537 -0.40
O 11.218 -1.789 -6.847 -0.50
C 10.333 -2.882 -6.781 -0.49
H 9.246 -2.909 -4.967 0.28
H 10.252 -4.328 -5.122 0.39
H 12.146 -3.201 -4.393 0.66
H 10.924 -2.200 -3.613 -1.64
H 12.675 -1.055 -5.581 0.25
H 11.071 -0.406 -5.373 0.16
H 10.719 -3.764 -7.292 0.31
H 9.320 -2.572 -7.038 0.29
C 15.121 2.460 -1.022 0.54
Cl 15.360 2.118 0.800 -0.19
Cl 15.037 0.860 -1.763 -0.13
H 14.185 3.012 -1.109 -0.76
H 16.013 2.977 -1.376 0.38
C 12.681 0.031 -2.853 1.08
Cl 12.819 0.221 -4.639 -0.26
Cl 12.852 -1.679 -2.364 -0.37
H 13.388 0.614 -2.263 -0.10
H 11.649 0.242 -2.575 -1.01
```

2.
Formula: C14H28CrN4O4S
Source: OMol25
Level of theory: ωB97M-V/def2-TZVPD

Highest occupied orbital energy (spin up / spin down), eV: -11.552 / -11.595
Max |F|, eV/A: 2.50
Charge: +1
Multiplicity: 2
LUMO (spin up / spin down), eV: -4.123 / -3.656
Frontier orbital gap (spin up / spin down), eV: 7.4284 / 7.9383
Electronic energy, eV: -68373.2760
Expectation value of S²: 0.78

Structure (XYZ):
```
52
Properties=species:S:1:pos:R:3:mulliken_spin:R:1
Cr -1.649 -0.609 1.271 1.06
N -1.153 -2.016 2.913 -0.02
C -2.308 -2.760 3.417 0.00
C -3.560 -1.925 3.150 0.01
O -4.640 -2.219 3.616 0.00
N -3.285 -0.877 2.353 -0.03
C -4.426 -0.134 1.907 0.00
C -4.250 0.012 0.379 0.00
O -5.100 0.425 -0.365 0.00
O -3.058 -0.345 0.040 -0.01
H -0.378 -2.655 2.731 0.00
H -0.836 -1.383 3.653 0.00
H -2.249 -2.982 4.489 0.00
H -2.417 -3.704 2.879 0.00
H -4.447 0.879 2.328 0.00
H -5.361 -0.650 2.155 0.00
C 1.483 2.903 -0.918 0.00
C 0.159 2.822 -1.682 0.00
N -0.158 1.509 -2.233 0.00
C 0.069 1.322 -3.657 0.00
C 1.493 0.859 -3.954 0.00
C -0.632 0.521 -1.459 0.00
C -1.031 -0.783 -2.081 0.00
N -0.751 0.622 -0.172 -0.02
H 1.675 3.941 -0.659 0.00
H 2.308 2.555 -1.534 0.00
H 1.468 2.325 0.003 0.00
H 0.208 3.517 -2.520 0.00
H -0.665 3.149 -1.037 0.00
H -0.121 2.272 -4.159 0.00
H -0.649 0.603 -4.048 0.00
H 2.216 1.618 -3.671 0.00
H 1.601 0.672 -5.017 0.00
H 1.725 -0.057 -3.416 0.00
H -1.921 -0.640 -2.692 0.00
H -1.292 -1.479 -1.284 -0.01
H -0.243 -1.206 -2.699 0.00
H -0.502 1.535 0.201 0.00
O 0.486 -0.428 1.773 0.00
S 1.741 -1.260 1.640 0.00
C 3.088 -0.107 2.147 0.00
C 4.064 0.063 0.984 0.00
C 3.766 -1.029 -0.046 0.00
C 2.259 -1.148 -0.120 0.00
H 3.556 -0.529 3.033 0.00
H 2.585 0.815 2.425 0.00
H 5.095 -0.002 1.330 0.00
H 3.933 1.046 0.524 0.00
H 4.188 -1.983 0.273 0.00
H 4.201 -0.784 -1.014 0.00
H 1.928 -2.032 -0.656 0.00
H 1.785 -0.256 -0.521 0.00
```